<i>
The following is a quantum chemistry calculation of C6H14O in the gas phase, from the OMol25 dataset.

Output
Lowest unoccupied orbital energy = 1.11 eV
Molecular weight = 102.2 Da
SMILES string = CCCCCOC
Orbital gap = 10.70 eV

CARTESIAN COORDINATES (ANGSTROEM)
H: 0.54 0.13 1.26
H: 1.63 0.38 -0.82
H: -1.96 -0.84 1.09
H: -0.07 -2.34 0.49
C: 0.91 1.13 -1.16
C: -1.23 -0.32 1.72
H: 1.03 -2.80 1.80
H: -0.70 -3.22 1.92
C: -0.46 0.79 -0.57
H: 0.24 1.97 -3.05
C: -0.37 0.68 0.96
H: 0.63 0.25 -3.13
H: -1.19 1.54 -0.90
H: -1.73 0.11 2.59
H: 1.25 2.09 -0.74
H: -0.80 -0.17 -0.99
C: 0.01 -2.45 1.58
H: -0.33 1.67 1.43
H: 1.93 1.45 -3.06
O: -0.25 -1.25 2.28
C: 0.93 1.21 -2.69

<ii>
The following is a quantum chemistry calculation of C6H14O in the gas phase, from the OMol25 dataset.

Output
Lowest unoccupied orbital energy = 0.99 eV
Molecular weight = 102.2 Da
SMILES string = CC[C@@H](C)CCO
Orbital gap = 11.17 eV

CARTESIAN COORDINATES (ANGSTROEM)
H: 1.25 -1.50 0.19
H: -0.56 -0.57 1.19
H: -1.63 0.75 -1.21
H: 1.36 2.29 2.26
H: -0.71 -2.38 -0.09
H: -0.46 1.89 2.36
C: 0.50 2.18 1.61
H: 1.82 0.99 0.23
C: -0.22 -1.96 -1.12
C: -0.20 0.03 0.28
C: 0.70 -0.93 -0.51
H: 0.57 1.99 -0.60
O: 0.56 -3.13 -1.65
H: -2.14 -0.53 -0.27
C: 0.71 1.31 0.36
H: 0.23 3.17 1.32
H: 1.33 -0.42 -1.24
H: -0.94 -1.69 -1.81
H: -2.05 1.04 0.52
C: -1.53 0.38 -0.25
H: 1.45 -2.91 -1.55

Computed stability ranking, most favorable first: <i>, <ii>

<i>
The following is a quantum chemistry calculation of 2 unconnected molecules or ions with the total composition C6H14O, from the OMol25 dataset.

Output
Lowest unoccupied orbital energy = 0.94 eV
Molecular weight = 102.2 Da
SMILES string = C/C=C\[C@@H](C)O.C
Orbital gap = 10.26 eV

CARTESIAN COORDINATES (ANGSTROEM)
C: -0.68 -1.13 0.57
H: -2.38 -1.56 -0.70
H: 3.07 0.39 0.92
H: 0.80 0.35 -1.13
H: -1.30 -1.34 1.43
H: 0.85 -0.36 1.78
O: 1.98 -1.34 -0.92
H: -2.38 2.25 1.36
C: -2.27 1.49 0.59
H: -3.10 0.77 0.67
C: 0.52 -0.57 0.76
H: 3.19 1.05 -0.73
C: 1.42 -0.15 -0.37
H: 2.60 -1.09 -1.61
H: -1.14 -0.57 -1.46
H: -0.86 -2.29 -1.25
H: -1.31 0.98 0.73
H: -2.29 1.94 -0.40
H: 2.06 1.76 0.43
C: 2.50 0.82 0.09
C: -1.30 -1.41 -0.78

<ii>
The following is a quantum chemistry calculation of C6H14O in the gas phase, from the OMol25 dataset.

Output
Lowest unoccupied orbital energy = 0.91 eV
Molecular weight = 102.2 Da
SMILES string = CC(C)C[C@@H](C)O
Orbital gap = 11.10 eV

CARTESIAN COORDINATES (ANGSTROEM)
C: -1.57 -0.68 -1.10
H: 3.57 0.02 -0.46
C: -2.17 0.39 1.09
O: 1.58 -1.48 0.23
H: 0.03 1.43 -0.32
C: -1.07 -0.33 0.30
H: -0.84 -1.25 -1.68
H: 2.69 1.56 -0.64
H: 1.39 -2.05 -0.53
H: -2.43 1.35 0.62
C: 2.72 0.61 -0.09
H: 0.42 0.86 1.30
C: 0.20 0.53 0.28
H: 2.90 0.82 0.97
H: -1.82 0.23 -1.67
H: -3.09 -0.21 1.13
H: -1.85 0.60 2.11
H: 1.29 -0.27 -1.39
C: 1.43 -0.17 -0.31
H: -2.48 -1.29 -1.05
H: -0.83 -1.26 0.82

<iii>
The following is a quantum chemistry calculation of 2 unconnected molecules or ions with the total composition C6H14O, from the OMol25 dataset.

Output
Lowest unoccupied orbital energy = 0.95 eV
Molecular weight = 102.2 Da
SMILES string = C=CCCCO.C
Orbital gap = 10.62 eV

CARTESIAN COORDINATES (ANGSTROEM)
H: -0.26 -1.67 -1.46
H: 0.02 -1.27 0.23
C: -0.94 0.32 -0.90
C: -1.99 -1.88 -0.22
H: 0.83 0.57 -2.20
C: 0.30 1.03 -1.36
H: -2.72 -1.77 -1.03
O: -1.68 -3.25 0.01
C: 0.77 2.15 -0.83
H: 2.01 0.83 1.12
H: 2.60 2.20 2.10
H: 0.28 2.63 0.01
H: 1.68 2.63 -1.20
C: 2.48 1.11 2.07
H: -1.35 0.83 -0.02
C: -0.70 -1.16 -0.59
H: -1.71 0.39 -1.69
H: -2.42 -1.42 0.68
H: -2.50 -3.70 0.24
H: 3.46 0.64 2.14
H: 1.85 0.79 2.90

Computed stability ranking, most favorable first: <ii>, <iii>, <i>

<i>
The following is a quantum chemistry calculation of C6H14O in the gas phase, from the OMol25 dataset.

Output
Lowest unoccupied orbital energy = 0.94 eV
Molecular weight = 102.2 Da
SMILES string = CCCCCCO
Orbital gap = 11.06 eV

CARTESIAN COORDINATES (ANGSTROEM)
H: -0.40 -2.03 -0.14
C: -0.02 -0.13 1.87
H: 0.40 2.23 -1.90
H: 1.59 -0.22 -0.50
O: 0.47 -1.36 2.41
H: -1.88 -1.15 1.52
H: 1.78 2.33 -0.76
C: -0.97 -1.13 -0.35
H: 0.20 1.98 -0.13
C: 1.02 0.32 -1.27
C: -0.32 -0.39 -1.53
H: 0.75 0.29 1.23
H: -0.23 -1.13 -2.33
H: -0.24 0.58 2.67
C: 0.84 1.81 -0.99
H: 1.71 0.22 -2.12
H: -1.02 0.39 -1.84
H: -1.96 -1.43 -0.70
H: 1.28 -1.21 2.93
C: -1.22 -0.45 1.01
H: -1.78 0.49 0.89

<ii>
The following is a quantum chemistry calculation of C6H14O in the gas phase, from the OMol25 dataset.

Output
Lowest unoccupied orbital energy = 0.96 eV
Molecular weight = 102.2 Da
SMILES string = CC(C)C[C@@H](C)O
Orbital gap = 11.19 eV

CARTESIAN COORDINATES (ANGSTROEM)
H: 0.15 -0.80 2.66
C: -0.59 -0.39 -0.04
H: -0.21 -2.34 -1.92
H: 1.28 -0.46 -1.08
H: -1.58 -0.45 2.47
C: 1.14 1.20 1.04
O: 0.04 1.02 -1.83
H: -0.96 1.48 0.93
H: 1.29 1.89 1.88
H: -0.52 0.74 3.25
H: 0.40 -1.32 -3.23
C: -0.24 -1.33 -2.34
H: 1.90 0.41 1.11
H: -1.27 -1.11 -2.65
H: -0.44 -1.40 0.36
C: -0.58 0.00 2.44
H: 0.61 1.11 -2.61
H: -1.66 -0.32 -0.30
H: 1.30 1.75 0.11
C: 0.22 -0.29 -1.32
C: -0.28 0.63 1.08

Computed stability ranking, most favorable first: <ii>, <i>

<i>
The following is a quantum chemistry calculation of a molecular structure, C6H14O, from the OMol25 dataset.

Output
Lowest unoccupied orbital energy = 0.03 eV
Molecular weight = 102.2 Da
Orbital gap = 8.15 eV

CARTESIAN COORDINATES (ANGSTROEM)
C: 1.05 -1.12 -1.93
H: -1.77 0.64 1.02
H: -0.93 -0.54 -1.57
C: 0.23 -0.35 0.96
H: 0.01 2.62 1.62
C: -0.39 1.78 2.21
H: 0.23 2.67 -1.02
C: -0.71 0.66 1.26
H: -1.28 2.10 2.74
H: 1.17 -0.36 1.50
H: 0.08 0.74 0.21
O: 0.29 1.71 -1.03
H: 0.15 -2.51 0.48
H: 1.41 -0.11 -1.75
C: -0.30 -1.41 -1.32
H: 0.37 1.47 2.93
C: -0.36 -1.58 0.21
H: 1.83 -1.81 -1.55
H: -0.66 -2.29 -1.86
H: -1.40 -1.66 0.53
H: 0.99 -1.28 -3.00

<ii>
The following is a quantum chemistry calculation of 3 unconnected molecules or ions with the total composition C6H14O, from the OMol25 dataset.

Output
Lowest unoccupied orbital energy = 0.33 eV
Molecular weight = 102.2 Da
Orbital gap = 8.29 eV

CARTESIAN COORDINATES (ANGSTROEM)
H: 0.70 -2.20 2.22
H: 0.94 -0.47 -0.55
H: 0.72 1.31 1.03
C: 0.32 -2.02 1.23
C: 0.92 1.57 -1.86
H: 1.83 1.89 -1.35
H: -0.02 -2.88 0.67
C: -2.23 -0.22 0.59
C: 0.18 -0.74 0.72
H: 1.47 0.22 2.17
H: 1.74 -0.40 -2.38
H: -0.22 0.63 2.38
H: -0.02 -0.29 -2.48
H: -2.16 0.72 1.15
H: -2.96 -0.07 -0.21
H: 0.07 1.95 -1.30
C: 0.55 0.42 1.63
C: 0.86 0.08 -1.98
O: -1.01 -0.54 -0.07
H: -2.57 -1.02 1.25
H: 0.89 2.05 -2.85

Computed stability ranking, most favorable first: <i>, <ii>